1.
{
  "formula": "C12H18N11PdSSb",
  "method": "ωB97M-V with the def2-TZVPD basis set",
  "species": ["N", "N", "C", "H", "H", "C", "Sb", "N", "H", "H", "H", "H", "C", "H", "H", "H", "H", "N", "C", "C", "N", "C", "N", "C", "C", "C", "N", "N", "N", "H", "H", "C", "H", "C", "H", "H", "C", "H", "S", "H", "N", "H", "N", "Pd"],
  "positions_angstrom": [[-2.21260, 0.12180, -0.03170], [4.21230, -0.03190, 0.91810], [2.52830, 3.42870, 0.85260], [0.65850, 5.33210, -0.78690], [-3.77150, 2.93220, -1.07650], [-4.40070, 0.40560, -0.45740], [0.46330, 2.84260, 0.42580], [2.85890, 0.55480, -0.65250], [-1.19990, -1.94120, 1.20230], [-5.32400, 0.88140, -0.74350], [2.71490, 4.42510, 0.46110], [-2.63110, 2.96600, 0.27590], [2.95700, -0.15390, 1.34240], [0.06390, 5.53850, 0.85980], [-0.03430, 2.93200, -2.27890], [2.69000, 3.43320, 1.92840], [-2.05190, 2.60600, -1.35990], [4.09520, 0.41130, -0.33560], [-0.02850, 4.94680, -0.04310], [-3.15950, 1.01400, -0.42450], [1.02710, -0.44080, 4.38960], [-2.88060, 2.46000, -0.66480], [2.61050, -0.58060, 2.59900], [1.34180, -0.42650, 3.09800], [-2.12320, -2.26150, 0.70450], [-4.20420, -0.92280, -0.05550], [2.09100, 0.21370, 0.38440], [-0.76380, -0.17630, 3.22010], [0.23560, -0.26880, 2.34910], [-1.04040, 5.04510, -0.41530], [3.35690, -0.67080, 3.26840], [0.61430, -2.42200, -1.15180], [-2.73750, -2.80160, 1.42620], [-2.84790, -1.05530, 0.19900], [-4.95350, -1.69170, 0.05100], [1.72020, 2.72400, -2.02360], [0.73020, 2.42290, -1.69530], [3.21780, 2.72590, 0.39720], [0.99850, -3.97420, -1.07660], [0.63020, 1.33930, -1.82080], [-0.30150, -0.28110, 4.41140], [-1.85110, -2.94070, -0.10730], [0.30130, -1.30170, -1.30790], [-0.07610, 0.18200, 0.22430]],
  "forces_ev_per_angstrom": [[1.41, -0.42, 0.51], [-0.45, -0.29, 0.78], [-0.37, -0.24, 0.10], [0.25, -0.06, -0.19], [-0.03, 0.09, -0.06], [0.22, 0.38, -0.15], [0.61, 1.53, -0.69], [0.13, 0.17, -0.97], [-0.25, -0.32, -0.02], [-0.10, 0.12, -0.01], [-0.07, 0.12, -0.09], [0.02, 0.08, -0.09], [0.04, 0.17, -0.15], [0.02, 0.17, 0.24], [-0.10, 0.09, 0.05], [0.00, 0.00, 0.09], [0.01, 0.09, -0.06], [-0.05, 0.18, -0.44], [-0.12, -0.43, 0.32], [-0.14, 0.77, -0.24], [0.86, -0.10, -0.33], [0.13, -0.13, 0.17], [0.31, -0.09, -0.06], [-1.26, 0.12, 0.24], [0.22, 0.16, -0.08], [0.34, -0.37, 0.14], [-0.88, -0.31, 0.50], [-0.67, 0.15, 0.20], [0.48, 0.15, 0.21], [-0.28, -0.06, -0.09], [-0.09, 0.05, -0.09], [-0.41, 1.16, -0.54], [0.01, -0.02, 0.01], [-0.30, -0.71, 0.30], [0.02, -0.10, 0.03], [0.11, 0.03, 0.02], [-0.04, -0.24, 0.18], [0.03, -0.08, -0.05], [0.37, -1.21, 0.16], [0.13, 0.35, -0.31], [-0.34, -0.04, 0.50], [0.04, -0.03, 0.07], [-0.27, 0.28, 0.15], [0.47, -1.15, -0.24]],
  "nbo_charge": [-0.49, -0.40, -0.98, 0.20, 0.20, -0.34, 1.04, -0.13, 0.23, 0.18, 0.20, 0.20, 0.45, 0.20, 0.20, 0.21, 0.20, -0.12, -0.99, 0.07, -0.41, -0.63, -0.59, 0.42, -0.64, -0.37, -0.41, -0.12, -0.47, 0.21, 0.41, 0.14, 0.20, 0.14, 0.19, 0.23, -0.98, 0.24, -0.32, 0.25, -0.14, 0.22, -0.64, 0.94],
  "energy_ev": -49978.97316,
  "de_lowest_kj_mol": 138.9,
  "total_charge": -2,
  "lumo_ev": [4.5, 4.5],
  "homo_ev": [-1.6, -1.6],
  "max_force_ev_per_a": 1.78,
  "orbital_gap_ev": [6.1493, 6.1714]
}

=====

2.
{
  "formula": "C12H33BIN3O6PS",
  "method": "ωB97M-V with the def2-TZVPD basis set",
  "species": ["H", "H", "H", "C", "H", "N", "H", "I", "H", "H", "H", "H", "H", "O", "O", "O", "P", "H", "H", "H", "H", "H", "O", "C", "H", "S", "H", "H", "H", "C", "H", "H", "C", "O", "H", "N", "O", "H", "N", "H", "C", "H", "C", "C", "C", "H", "H", "H", "H", "B", "C", "H", "H", "C", "C", "C", "H", "H"],
  "positions_angstrom": [[-5.11832, -1.62025, -1.93180], [-8.82357, -0.43968, 0.42764], [3.64819, -1.00245, -2.68176], [6.68208, 3.15845, -1.48342], [2.31774, 2.14836, -2.76289], [5.50930, 0.04494, -0.73571], [5.99398, 2.91129, -0.66998], [-0.46491, 0.22936, 5.84487], [-8.18497, -0.19480, 2.06306], [-4.61199, -1.55302, -0.23486], [7.94144, 1.08258, -1.27986], [3.88371, -0.60655, 0.35842], [-7.49784, -1.24769, -1.16985], [-0.78521, -2.56150, 4.72171], [2.51247, 0.42665, -1.70317], [0.50999, -4.05108, 3.90731], [0.23444, -0.76626, 2.73005], [-6.74358, -2.71972, -0.54754], [-3.82186, 0.94383, 2.94883], [7.93843, 0.69211, -3.00351], [-1.05726, -0.19881, 2.52292], [-4.01664, 1.89467, -1.38189], [6.65386, 2.17931, -2.50608], [-7.91840, -0.23741, 1.00765], [0.26536, -1.90606, 1.86358], [1.70479, 0.48872, 2.34417], [-5.67605, 0.70258, -0.25968], [5.66350, -0.20733, -2.84264], [-5.08777, 0.96348, 1.72522], [-3.91808, 0.81368, -1.25632], [2.54035, -1.56005, -1.44731], [4.70871, -1.87168, -0.53232], [-5.33934, -1.16971, -0.95951], [-6.96367, -1.26871, 0.84926], [6.83296, -1.11074, -1.86250], [-5.27179, 0.28227, -1.08376], [-3.14505, 1.25990, 1.05757], [3.70926, 1.16342, -3.24779], [-0.28750, -3.81681, 4.75317], [3.73227, 2.09974, -1.71966], [4.34923, -0.83930, -0.60205], [-2.71621, -0.49515, 0.04160], [-6.71603, -1.62754, -0.50519], [3.11489, 1.50123, -2.39417], [6.29434, -0.16170, -1.94605], [-7.51025, 0.73673, 0.72097], [5.18431, 1.00041, -0.71232], [-1.93423, 0.96461, -0.51168], [-4.00489, -0.45663, 1.88333], [0.22391, -1.46558, 4.54747], [-2.88729, 0.56958, -0.15121], [7.69140, 3.28602, -1.08209], [6.36161, 4.10286, -1.92234], [-4.06546, 0.63294, 1.93270], [3.26288, -0.77396, -1.67976], [7.29941, 0.95932, -2.15678], [1.31961, -1.73499, 4.91437], [-3.51628, 0.42610, -2.19841]],
  "forces_ev_per_angstrom": [[0.02, 0.00, -0.01], [-0.01, 0.04, -0.04], [0.10, 0.12, -0.05], [-0.15, -0.01, -0.18], [-0.04, -0.04, 0.01], [0.05, -0.13, -0.26], [0.10, 0.03, 0.12], [-0.18, 0.26, 0.17], [0.04, -0.04, 0.00], [0.01, -0.16, -0.02], [-0.10, 0.05, 0.08], [-0.11, -0.03, -0.04], [0.01, 0.13, 0.04], [0.38, 0.05, 0.52], [0.16, -0.04, -0.26], [0.35, 0.07, 0.17], [0.30, 0.01, 0.19], [-0.02, -0.01, -0.03], [0.09, -0.01, -0.03], [0.04, -0.01, 0.01], [0.21, -0.31, -0.21], [0.05, 0.01, 0.00], [0.16, 0.11, 0.26], [0.17, -0.10, 0.16], [-0.30, 0.37, 0.15], [0.08, 0.14, -0.28], [0.00, 0.00, 0.08], [0.11, -0.07, -0.14], [-0.10, -0.17, 0.00], [-0.13, 0.06, 0.06], [-0.01, 0.02, 0.05], [0.01, -0.01, -0.09], [-0.16, 0.26, 0.16], [-0.26, 0.17, -0.15], [-0.01, -0.03, -0.01], [0.08, -0.13, -0.04], [-0.13, -0.17, -0.09], [0.09, -0.02, 0.03], [-0.57, -0.35, -0.38], [0.15, 0.05, -0.12], [-0.01, 0.20, 0.17], [-0.14, -0.06, 0.06], [0.34, -0.26, 0.00], [-0.25, 0.00, 0.22], [-0.13, 0.31, 0.23], [-0.12, 0.06, -0.08], [-0.03, 0.06, 0.04], [0.01, 0.00, 0.02], [-0.04, -0.03, -0.06], [-0.42, -0.02, -0.24], [0.19, 0.18, -0.11], [0.00, -0.02, 0.05], [-0.01, -0.04, -0.05], [0.12, 0.27, 0.09], [-0.11, -0.20, 0.22], [-0.09, -0.30, -0.32], [0.15, -0.21, -0.12], [0.03, -0.07, 0.03]],
  "nbo_charge": [0.19, 0.16, 0.15, -0.24, 0.18, -0.62, 0.17, -0.22, 0.19, 0.18, 0.17, 0.24, 0.17, -0.54, -0.53, -0.34, 0.61, 0.18, 0.20, 0.18, -0.03, 0.20, -0.56, -0.24, -0.04, -0.71, 0.35, 0.17, 0.15, -0.25, 0.19, 0.18, -0.24, -0.55, 0.19, -0.63, -0.54, 0.16, 0.37, 0.16, -0.26, 0.16, -0.07, -0.24, -0.24, 0.16, 0.35, 0.20, 0.17, -0.08, -0.09, 0.17, 0.19, -0.25, -0.08, -0.07, -0.02, 0.19],
  "energy_ev": -58634.06239,
  "de_lowest_kj_mol": 0.0,
  "total_charge": -1,
  "lumo_ev": 2.6,
  "homo_ev": -4.5,
  "max_force_ev_per_a": 0.77,
  "orbital_gap_ev": 7.1166
}

=====

3.
{
  "formula": "CH31NO16",
  "method": "ωB97M-V with the def2-TZVPD basis set",
  "species": ["C", "O", "O", "H", "H", "O", "H", "H", "O", "H", "O", "O", "H", "H", "N", "H", "O", "H", "H", "H", "O", "H", "H", "O", "O", "H", "H", "H", "O", "H", "O", "H", "H", "O", "O", "O", "H", "H", "H", "H", "H", "H", "H", "H", "H", "H", "O", "H", "H"],
  "positions_angstrom": [[-0.20188, 0.34293, -0.01713], [0.34667, -0.71541, -0.35397], [-3.53403, 0.50456, -0.11946], [3.30132, -0.59850, -1.16606], [4.86510, -0.52171, -1.84883], [0.41679, 1.32634, -0.61544], [-0.48527, -0.76860, 3.59309], [2.73590, 0.79826, -2.55281], [-3.65586, -1.73741, 1.56283], [-0.45747, -3.51846, 1.52380], [-0.21143, -0.68202, -3.45335], [-0.05479, -0.30643, 2.90356], [2.04004, -2.83231, -1.93746], [0.81043, -2.63684, 1.36394], [0.40703, -3.43371, 1.92830], [-4.05755, -0.02152, 0.58519], [-1.20116, 0.39330, 0.70565], [0.99510, 1.08519, -1.38353], [-0.62851, 2.72013, -3.08722], [-1.39308, -1.92532, -0.21920], [-0.90184, 3.19689, 1.00100], [-2.82804, 1.29403, 3.11169], [3.32940, 2.85716, 0.40102], [4.06417, -0.05404, -1.47809], [2.28180, -2.30888, -1.19991], [-1.52309, 1.66913, -3.36328], [1.67141, 2.89714, 2.23305], [3.75598, 1.72347, -0.68214], [-3.19546, 0.39436, 3.31493], [-3.94889, -2.41020, 2.20506], [1.92653, 1.01488, -3.12618], [-0.43596, -0.13434, 2.14142], [-2.70023, -2.81788, -0.79993], [-1.01514, 2.44931, -3.90062], [-1.96161, -2.78749, -0.32108], [3.79328, 2.68959, -0.43618], [-1.04961, 2.81946, 1.86899], [-0.59663, 2.43965, 0.53491], [0.64032, -3.20916, 3.07720], [0.81640, 3.36998, 1.21904], [-0.81714, -0.46050, -2.77811], [1.40179, -1.77295, -1.09794], [-2.87822, -2.01400, 1.13747], [-2.92108, -0.14517, 2.68749], [-2.66592, 0.49080, 0.31727], [2.18305, 1.88557, -3.40469], [1.76329, 3.55378, 1.55945], [0.54751, -0.04410, -3.46990], [1.22660, -4.05893, 1.83616]],
  "forces_ev_per_angstrom": [[1.13, -2.44, -1.91], [0.07, -3.91, 0.56], [-1.87, -1.44, 1.75], [1.46, -0.75, -0.62], [-1.99, 0.23, 0.85], [-0.48, 4.08, -0.29], [-1.43, -0.16, 0.36], [-1.05, -0.24, -1.07], [-2.18, 0.36, 1.92], [-3.31, -1.46, -0.81], [1.61, -0.36, -1.43], [5.60, -1.09, 5.80], [0.07, -1.02, -1.42], [-0.48, 0.27, 0.76], [7.26, 2.84, 4.46], [0.84, 1.28, -1.95], [0.81, 1.41, 0.87], [-0.51, -0.19, 0.67], [1.22, 1.46, 0.94], [-1.84, -1.63, -1.37], [-0.13, 1.10, 0.83], [-0.61, -1.45, 0.21], [-0.25, -0.24, -0.34], [0.33, 0.34, -0.27], [-1.96, 1.64, 1.39], [1.20, 2.27, -2.78], [0.82, -0.66, 1.33], [0.16, 1.48, 0.85], [-1.33, 5.45, 4.77], [0.34, 0.44, -0.56], [1.70, -0.61, 1.88], [-4.13, 0.98, -5.49], [-4.38, 0.88, -3.24], [-2.42, -3.59, 1.85], [7.05, 1.00, 4.56], [0.09, -1.15, -0.59], [-0.37, 0.14, 0.38], [0.01, -0.85, -1.20], [-2.13, -0.10, -4.09], [1.56, 1.39, -0.13], [-0.70, 0.53, 1.17], [1.82, -0.55, 0.17], [1.53, -1.09, -1.10], [1.81, -3.91, -4.85], [-0.24, 0.42, -0.53], [-0.28, 0.95, -0.57], [-1.89, -0.47, -0.97], [-1.09, -0.51, 0.21], [-1.46, -1.02, -0.99]],
  "nbo_charge": [0.99, -0.87, -0.99, 0.53, 0.51, -0.75, 0.48, 0.51, -0.97, 0.47, -0.98, -0.98, 0.48, 0.49, -0.92, 0.48, -0.80, 0.54, 0.46, 0.53, -0.91, 0.47, 0.50, -1.02, -1.02, 0.46, 0.45, 0.48, -0.94, 0.48, -0.99, 0.48, 0.49, -0.92, -1.02, -1.00, 0.46, 0.48, 0.48, 0.49, 0.46, 0.52, 0.48, 0.46, 0.47, 0.50, -0.97, 0.50, 0.46],
  "energy_ev": -35787.59932,
  "de_lowest_kj_mol": 98.4,
  "lumo_ev": -1.8,
  "homo_ev": -10.0,
  "max_force_ev_per_a": 8.98,
  "orbital_gap_ev": 8.1411
}

=====

4.
{
  "formula": "C2H9N2",
  "method": "ωB97M-V with the def2-TZVPD basis set",
  "species": ["H", "H", "C", "H", "N", "N", "H", "H", "H", "H", "C", "H", "H"],
  "positions_angstrom": [[1.26192, -2.47627, 0.31977], [-0.61707, -1.11619, 1.02832], [0.03286, -0.86679, 0.17160], [-1.12289, 0.93946, -1.58174], [-0.93269, 1.28345, -0.63162], [1.34690, -1.47335, 0.22041], [-0.79467, 2.30142, -0.73756], [0.03943, 1.08306, 1.15459], [1.13662, 0.88490, -0.24997], [-0.48270, -1.26631, -0.70381], [0.15323, 0.65077, 0.16295], [-1.86713, 1.23998, -0.20025], [1.84618, -1.18414, 1.04732]],
  "forces_ev_per_angstrom": [[-0.03, -0.13, -0.23], [0.09, -0.17, -0.13], [-0.69, -0.41, 0.82], [0.70, -0.32, 0.12], [-1.36, 1.42, -0.80], [0.03, 0.08, 0.04], [0.27, -0.34, 0.02], [0.26, -0.05, 0.04], [-0.29, 0.41, -0.20], [0.03, 0.29, -0.23], [0.41, -0.60, -0.08], [0.38, -0.36, 0.38], [0.19, 0.18, 0.23]],
  "nbo_charge": [0.38, 0.19, -0.24, 0.45, -0.67, -0.81, 0.45, 0.23, 0.25, 0.20, -0.24, 0.44, 0.36],
  "smiles": "NCC[NH3+]",
  "energy_ev": -5193.17010,
  "de_lowest_kj_mol": 75.6,
  "total_charge": 1,
  "lumo_ev": -4.0,
  "homo_ev": -13.7,
  "max_force_ev_per_a": 2.12,
  "orbital_gap_ev": 9.6966
}

=====

5.
{
  "formula": "C5H11N2O",
  "method": "ωB97M-V with the def2-TZVPD basis set",
  "species": ["H", "O", "C", "C", "N", "N", "H", "H", "H", "H", "C", "H", "H", "C", "H", "C", "H", "H", "H"],
  "positions_angstrom": [[-0.14072, 2.35882, 0.90111], [-1.47720, 1.68657, -0.43146], [0.66955, -0.64647, -0.39767], [-1.72109, 0.54035, -0.22899], [1.31839, -0.09812, -1.44372], [-2.77162, -0.32571, -0.34297], [1.40348, 0.87346, -1.56162], [-0.10833, -0.67151, 1.51192], [1.41292, -2.57449, -0.86487], [1.54456, 1.61060, 0.72694], [0.64633, -2.14562, -0.23049], [0.73359, -2.66123, 0.74778], [-0.34159, -2.65594, -0.55058], [0.08489, 0.04624, 0.72127], [-2.69439, -1.25181, 0.12030], [0.52342, 1.40023, 1.22236], [1.55362, -0.79720, -2.20207], [0.52957, 1.35088, 2.27999], [-3.65014, -0.06239, -0.67385]],
  "forces_ev_per_angstrom": [[1.47, -2.62, 0.71], [-2.11, -1.53, -1.03], [0.40, 0.23, 0.93], [0.93, 0.68, 0.92], [-1.19, -4.05, 0.69], [3.78, -0.86, 1.54], [0.08, 1.28, -0.32], [-0.22, 0.11, -0.04], [0.09, -0.27, -0.19], [-1.27, -0.10, 1.34], [-1.40, -1.84, -1.38], [0.40, 1.39, -0.08], [1.28, 1.22, -0.09], [-1.49, 0.30, -0.84], [-0.05, 1.22, -0.62], [0.29, 2.03, -2.89], [-0.05, 1.73, 1.05], [0.52, 0.23, 0.98], [-1.46, 0.87, -0.69]],
  "nbo_charge": [0.28, -0.50, 0.40, 0.80, -0.69, -0.82, 0.43, 0.24, 0.24, 0.22, -0.71, 0.28, 0.27, -0.33, 0.43, -0.66, 0.43, 0.25, 0.44],
  "energy_ev": -10382.78443,
  "de_lowest_kj_mol": 272.2,
  "total_charge": 1,
  "lumo_ev": [-4.5, -4.5],
  "homo_ev": [-13.6, -13.6],
  "max_force_ev_per_a": 4.28,
  "orbital_gap_ev": [9.0719, 9.0714]
}